No. 1
{"formula": "C4H12NO", "method": "the ωB97M-V functional and the def2-TZVPD basis", "species": ["O", "C", "C", "N", "C", "C", "H", "H", "H", "H", "H", "H", "H", "H", "H", "H", "H", "H"], "positions_angstrom": [[0.92, -1.42, -1.23], [1.84, -0.69, -0.46], [1.31, 0.74, -0.28], [-0.21, 0.88, -0.30], [-0.88, 0.25, 1.01], [-2.27, -0.16, 0.68], [1.29, -2.28, -1.54], [2.79, -0.75, -1.02], [1.97, -1.20, 0.52], [1.58, 1.12, -1.28], [1.72, 1.43, 0.44], [-0.37, 1.89, -0.25], [-0.56, 0.52, -1.19], [-0.72, 1.05, 1.73], [-0.31, -0.65, 1.22], [-2.92, 0.63, 0.28], [-2.70, -0.42, 1.66], [-2.48, -0.96, -0.02]], "charge": 2, "multiplicity": 2, "s_squared": 0.754, "orbital_gap_ev": [12.48, 5.49], "homo_energy_ev": [-20.548, -20.545], "molar_mass_g_mol": 90.146, "e_above_lowest_kj_mol": 210.0, "lumo_energy_ev": [-8.07, -15.06]}

No. 2
{"formula": "C4H8O2", "method": "the ωB97M-V functional and the def2-TZVPD basis", "species": ["C", "C", "C", "C", "H", "H", "H", "H", "H", "H", "H", "H", "O", "O"], "positions_angstrom": [[-0.37, 2.24, 0.69], [-1.36, 1.68, -0.04], [1.02, -1.91, -0.43], [0.39, -0.69, 0.23], [-0.02, 1.74, 1.56], [0.21, 3.18, 0.40], [-1.74, 0.72, 0.24], [-1.83, 2.18, -0.86], [0.89, -3.20, -1.83], [0.99, -0.51, 1.09], [0.07, 0.18, -0.36], [-0.65, -0.89, 0.78], [2.04, -2.34, 0.09], [0.37, -2.38, -1.54]], "orbital_gap_ev": 10.75, "homo_energy_ev": -10.017, "molar_mass_g_mol": 88.106, "e_above_lowest_kj_mol": 201.0, "smiles": "CC(=O)O.C=C", "lumo_energy_ev": 0.74}

No. 3
{"formula": "C2H2FO2S", "method": "the ωB97M-V functional and the def2-TZVPD basis", "species": ["C", "C", "O", "O", "F", "S", "H", "H"], "positions_angstrom": [[1.30, 1.07, 0.37], [0.82, -0.02, -0.08], [-2.77, -0.41, -0.81], [-1.81, -2.44, 0.30], [1.65, -0.47, -1.29], [-2.05, -1.00, 0.30], [0.82, 1.52, 1.24], [2.02, 1.75, -0.04]], "charge": -1, "orbital_gap_ev": [6.99, 6.99], "homo_energy_ev": [-3.570, -3.571], "molar_mass_g_mol": 109.101, "e_above_lowest_kj_mol": 278.7, "lumo_energy_ev": [3.42, 3.42]}

No. 4
{"formula": "C5H7NO", "method": "the ωB97M-V functional and the def2-TZVPD basis", "species": ["O", "C", "N", "C", "C", "C", "C", "H", "H", "H", "H", "H", "H", "H"], "positions_angstrom": [[-0.48, -1.19, 1.84], [0.62, -1.37, 1.36], [1.43, -0.34, 0.83], [1.37, -0.23, -0.63], [0.23, 0.71, -1.16], [-0.86, 1.09, -0.25], [-1.81, 1.43, 0.41], [1.11, -2.37, 1.36], [1.10, 0.54, 1.24], [1.26, -1.24, -1.05], [2.31, 0.17, -1.03], [0.70, 1.63, -1.53], [-0.23, 0.23, -2.04], [-2.65, 1.68, 1.02]], "orbital_gap_ev": 10.53, "homo_energy_ev": -9.611, "molar_mass_g_mol": 97.117, "e_above_lowest_kj_mol": 255.1, "smiles": "C#CCCNC=O", "lumo_energy_ev": 0.92}

No. 5
{"formula": "C15H37N14O7", "method": "the ωB97M-V functional and the def2-TZVPD basis", "species": ["C", "O", "H", "H", "H", "C", "O", "N", "N", "H", "H", "H", "H", "C", "O", "N", "N", "H", "H", "H", "H", "C", "O", "N", "N", "H", "H", "H", "H", "C", "O", "N", "N", "H", "H", "H", "H", "C", "O", "N", "N", "H", "H", "H", "H", "C", "O", "N", "N", "H", "H", "H", "H", "N", "C", "C", "C", "C", "H", "H", "H", "H", "H", "N", "C", "C", "C", "C", "H", "H", "H", "H", "H"], "positions_angstrom": [[0.07, 0.03, -0.83], [0.09, 0.73, -2.02], [-0.94, -0.08, -0.41], [0.46, -0.99, -0.89], [0.63, 0.58, -0.08], [-3.08, 2.55, -0.78], [-2.06, 2.99, -1.30], [-4.06, 3.26, -0.43], [-3.35, 1.28, -0.63], [-3.86, 4.25, -0.37], [-4.87, 2.85, 0.01], [-2.57, 0.64, -0.74], [-4.12, 1.05, -0.02], [-2.12, 2.05, 2.74], [-3.13, 1.59, 3.19], [-1.27, 1.34, 2.08], [-1.78, 3.30, 2.77], [-0.42, 1.75, 1.71], [-1.68, 0.46, 1.83], [-1.02, 3.69, 2.22], [-2.37, 3.91, 3.31], [-2.42, -1.33, -3.67], [-3.20, -2.23, -3.83], [-2.70, -0.10, -3.45], [-1.16, -1.51, -3.79], [-3.67, 0.11, -3.24], [-2.01, 0.57, -3.13], [-0.91, -2.44, -4.10], [-0.56, -0.76, -3.49], [1.11, 3.80, 0.99], [0.99, 3.48, -0.14], [0.55, 4.88, 1.39], [1.62, 3.11, 1.91], [0.18, 5.35, 0.58], [0.68, 5.23, 2.33], [2.22, 2.33, 1.69], [1.73, 3.56, 2.81], [3.18, -1.80, -2.43], [3.08, -1.85, -1.20], [2.36, -1.07, -3.08], [4.14, -2.40, -3.12], [2.33, -1.09, -4.09], [1.62, -0.58, -2.60], [4.00, -2.46, -4.12], [4.88, -2.94, -2.71], [-2.26, -1.87, 2.57], [-2.38, -1.24, 3.61], [-3.20, -2.63, 2.07], [-1.09, -2.13, 2.04], [-4.14, -2.60, 2.45], [-3.05, -2.92, 1.11], [-0.98, -2.56, 1.13], [-0.26, -1.64, 2.35], [0.34, -3.61, -0.86], [0.95, -4.59, -0.11], [-0.01, -5.35, 0.52], [-1.26, -5.11, -0.04], [-1.01, -3.96, -0.88], [0.77, -2.77, -1.23], [2.03, -4.58, 0.01], [0.14, -6.08, 1.30], [-2.22, -5.60, 0.10], [-1.62, -3.30, -1.48], [3.95, 1.59, 0.34], [4.63, 2.53, 1.05], [4.82, 2.18, 2.34], [4.25, 0.91, 2.41], [3.75, 0.55, 1.17], [3.54, 1.66, -0.58], [4.96, 3.36, 0.43], [5.36, 2.61, 3.17], [4.20, 0.38, 3.34], [3.22, -0.30, 0.78]], "charge": -2, "multiplicity": 2, "s_squared": 0.750, "orbital_gap_ev": [1.43, 5.90], "homo_energy_ev": [2.827, -1.713], "molar_mass_g_mol": 525.552, "lumo_energy_ev": [4.26, 4.19]}

No. 6
{"formula": "C63H63BrF4IrN5OP2", "method": "the ωB97M-V functional and the def2-TZVPD basis", "species": ["Ir", "C", "C", "C", "C", "C", "C", "C", "N", "C", "N", "C", "C", "C", "C", "C", "C", "C", "N", "C", "C", "C", "C", "C", "C", "C", "H", "H", "H", "H", "H", "H", "H", "H", "H", "H", "H", "H", "H", "H", "H", "H", "H", "H", "H", "H", "H", "H", "F", "C", "C", "F", "C", "F", "C", "P", "C", "C", "C", "C", "C", "C", "C", "C", "C", "C", "C", "C", "C", "Br", "C", "F", "H", "H", "H", "H", "H", "H", "H", "H", "H", "H", "C", "C", "C", "P", "C", "C", "C", "C", "C", "C", "C", "C", "C", "C", "N", "C", "C", "C", "C", "C", "C", "C", "C", "C", "H", "H", "H", "H", "H", "H", "H", "H", "H", "H", "H", "H", "H", "H", "H", "H", "H", "H", "H", "H", "H", "H", "H", "H", "H", "H", "H", "H", "H", "H", "H", "O", "C", "N"], "positions_angstrom": [[-0.80, 0.61, -0.09], [-0.79, -3.24, -6.03], [-1.48, -4.03, -4.96], [-2.11, -5.23, -5.25], [-2.73, -5.98, -4.26], [-2.70, -5.54, -2.95], [-2.08, -4.34, -2.64], [-1.50, -3.57, -3.64], [-0.87, -2.35, -3.33], [-1.25, -1.50, -2.34], [-2.56, -1.52, -2.06], [-3.32, -0.89, -1.08], [-2.77, -0.07, -0.09], [-3.65, 0.39, 0.89], [-5.00, 0.10, 0.87], [-5.53, -0.65, -0.16], [-4.70, -1.16, -1.14], [-5.29, -1.95, -2.28], [-0.38, -0.70, -1.76], [0.87, -0.68, -2.44], [2.04, -1.42, -1.89], [2.99, -1.86, -2.94], [3.05, -1.21, -4.13], [2.13, -0.19, -4.44], [1.00, 0.02, -3.63], [-0.09, 0.94, -4.11], [-0.96, -3.69, -7.01], [0.28, -3.21, -5.86], [-1.16, -2.21, -6.06], [-2.12, -5.59, -6.27], [-3.22, -6.90, -4.51], [-3.16, -6.12, -2.17], [-2.03, -4.01, -1.61], [0.04, -2.19, -3.74], [-3.09, -2.18, -2.62], [-3.28, 0.99, 1.69], [-5.64, 0.47, 1.66], [-6.59, -0.85, -0.20], [-6.37, -1.96, -2.20], [-4.95, -2.99, -2.28], [-5.04, -1.50, -3.24], [2.60, -0.66, -1.31], [3.68, -2.65, -2.69], [3.79, -1.48, -4.88], [2.22, 0.36, -5.36], [0.31, 1.63, -4.85], [-0.50, 1.50, -3.28], [-0.90, 0.37, -4.57], [6.94, 1.89, -2.55], [6.05, 1.32, -1.73], [6.39, 0.18, -1.01], [7.60, -0.36, -1.12], [5.44, -0.41, -0.18], [5.78, -1.52, 0.48], [4.14, 0.09, -0.05], [2.91, -0.78, 1.06], [3.99, -1.01, 2.52], [4.83, 0.04, 2.89], [5.52, 0.02, 4.09], [5.40, -1.07, 4.93], [4.56, -2.12, 4.58], [3.85, -2.08, 3.40], [2.83, -2.42, 0.25], [3.60, -3.52, 0.55], [3.40, -4.74, -0.08], [2.38, -4.90, -1.04], [1.58, -3.86, -1.38], [1.74, -2.50, -0.80], [3.82, 1.22, -0.82], [2.07, 1.91, -0.92], [4.76, 1.83, -1.63], [4.42, 2.88, -2.37], [4.95, 0.90, 2.24], [6.15, 0.85, 4.37], [5.95, -1.10, 5.86], [4.46, -2.97, 5.24], [3.17, -2.90, 3.16], [4.38, -3.43, 1.29], [4.04, -5.58, 0.16], [2.23, -5.86, -1.49], [0.79, -4.00, -2.09], [0.79, -2.18, -0.33], [1.24, -0.65, 4.62], [0.16, 0.44, 4.52], [0.70, 1.77, 5.04], [-0.54, 0.46, 2.75], [-1.58, -1.30, 3.17], [-2.92, -1.10, 3.85], [-1.68, -2.17, 1.94], [-1.69, 1.89, 2.85], [-2.31, 2.22, 4.05], [-3.07, 3.37, 4.20], [-3.69, 3.70, 5.52], [-3.21, 4.21, 3.11], [-2.63, 3.91, 1.90], [-1.85, 2.75, 1.73], [-1.37, 2.45, 0.49], [-1.17, 3.48, -0.42], [-0.29, 4.54, -0.10], [0.40, 4.68, 1.22], [-0.06, 5.53, -1.04], [-0.68, 5.54, -2.28], [-0.41, 6.63, -3.26], [-1.57, 4.52, -2.57], [-1.84, 3.50, -1.67], [-2.92, 2.51, -1.99], [2.11, -0.26, 5.14], [1.56, -0.97, 3.63], [0.89, -1.52, 5.17], [-0.69, 0.16, 5.14], [1.67, 2.01, 4.60], [0.85, 1.68, 6.12], [0.02, 2.60, 4.86], [-0.87, -1.75, 3.87], [-3.60, -0.54, 3.22], [-2.83, -0.59, 4.81], [-3.37, -2.08, 4.04], [-2.69, -2.15, 1.52], [-1.42, -3.20, 2.16], [-0.99, -1.81, 1.16], [-2.19, 1.57, 4.90], [-3.67, 2.85, 6.20], [-4.72, 4.03, 5.40], [-3.15, 4.52, 5.99], [-3.81, 5.11, 3.20], [-2.78, 4.56, 1.05], [0.39, 3.77, 1.81], [-0.10, 5.46, 1.80], [1.43, 4.99, 1.06], [0.63, 6.33, -0.79], [-0.21, 7.57, -2.74], [-1.25, 6.78, -3.93], [0.47, 6.39, -3.86], [-2.10, 4.53, -3.51], [-3.44, 2.81, -2.90], [-3.65, 2.46, -1.18], [-2.52, 1.51, -2.13], [3.04, 2.11, 2.01], [1.93, 1.78, 2.13], [0.76, 1.58, 2.15]], "charge": 1, "multiplicity": 2, "s_squared": 0.792, "orbital_gap_ev": [3.40, 3.43], "homo_energy_ev": [-8.394, -8.405], "molar_mass_g_mol": 1316.292, "lumo_energy_ev": [-4.99, -4.98]}

Number 1: calculated total energy -7858.077 eV. Number 2: calculated total energy -8371.198 eV. Number 3: calculated total energy -19752.430 eV. Number 4: calculated total energy -8833.559 eV. Number 5: calculated total energy -51349.014 eV. Number 6: calculated total energy -178170.584 eV.